Entry 1:
227
Properties=species:S:1:pos:R:3:mulliken_charge:R:1 method="wB97M-V/def2-TZVPD" lumo_energy_ev=-14.1366 charge=+7 energy_ev=-85735.37426 largest_force_ev_per_a=16.836 orbital_gap_ev=7.22 e_homo_ev=-21.4 e_above_lowest_kcal_mol=2093.9
C 0.885 -0.349 0.781 0.3082
C -0.020 -0.260 -0.402 0.1829
C 0.178 1.155 -1.025 0.4137
O 0.071 -1.402 -1.170 0.8809
H 0.979 0.605 1.301 0.2071
H 1.925 -0.433 0.464 0.1145
H 0.668 -1.196 1.432 0.1446
H -0.944 -0.211 0.175 -0.0563
H -0.357 1.517 -1.903 0.4332
H 1.207 1.194 -1.382 0.1230
H 0.060 1.952 -0.291 -1.0602
C -3.316 2.472 -2.243 -0.1208
C -2.463 1.676 -3.217 -0.0602
C -2.176 0.284 -2.711 -0.9928
N -1.331 -0.637 -3.599 0.9096
C 0.095 -0.070 -3.596 -0.9232
C -1.835 -0.748 -5.061 -0.4625
C -1.704 -2.213 -5.423 -1.7407
C -0.946 -2.941 -4.287 -0.6735
C -1.227 -2.105 -3.092 -0.3253
H -3.648 3.385 -2.736 0.5228
H -3.065 2.573 -1.188 -1.0733
H -4.304 2.026 -2.127 -0.3109
H -1.539 2.168 -3.519 -0.3794
H -3.007 1.578 -4.156 1.0021
H -3.032 -0.352 -2.484 1.1862
H -1.673 0.415 -1.753 0.2432
H 0.462 0.037 -2.575 -1.7179
H 0.073 0.938 -4.010 0.0625
H 0.712 -0.760 -4.172 1.1707
H -1.237 -0.072 -5.672 0.3968
H -2.861 -0.388 -5.136 0.6740
H -1.170 -2.470 -6.338 0.4428
H -2.649 -2.690 -5.682 0.4235
H 0.140 -2.937 -4.376 0.9585
H -1.314 -3.962 -4.184 0.8465
H -0.456 -2.299 -2.346 -1.1887
H -2.188 -2.385 -2.661 0.3730
C -2.363 3.999 1.190 -1.0792
C -2.638 2.713 0.405 0.7205
C -3.580 1.812 1.271 -1.0134
N -4.266 0.702 0.463 1.3077
C -3.253 -0.331 -0.076 -2.4548
C -5.223 1.368 -0.546 -0.4239
C -6.314 0.289 -0.704 -0.6532
C -6.578 -0.058 0.775 -1.1008
C -5.245 -0.073 1.391 -0.1648
H -1.797 3.803 2.100 0.5040
H -3.240 4.565 1.506 0.5822
H -1.773 4.761 0.682 0.2627
H -1.664 2.278 0.183 1.9536
H -3.052 2.951 -0.575 0.3846
H -4.429 2.388 1.639 0.5548
H -3.062 1.339 2.106 -0.4168
H -3.654 -1.236 -0.534 0.7401
H -2.789 -0.679 0.846 0.4819
H -2.370 0.047 -0.591 -1.4919
H -4.715 1.644 -1.470 -0.5516
H -5.751 2.199 -0.077 0.8706
H -5.934 -0.518 -1.331 0.2767
H -7.074 0.767 -1.323 0.5565
H -7.200 -0.941 0.922 0.4064
H -7.214 0.716 1.205 0.4406
H -4.933 -1.106 1.548 0.2960
H -5.245 0.363 2.389 0.3207
C 5.133 -6.029 3.396 -1.1864
C 3.988 -5.637 2.545 -0.4676
C 2.944 -4.681 3.247 -0.3522
N 3.152 -3.164 2.969 0.7084
C 4.429 -2.674 3.739 -1.0518
C 3.127 -2.796 1.523 -1.9992
C 2.310 -1.458 1.487 0.6002
C 1.235 -1.643 2.487 0.3328
C 1.936 -2.324 3.583 -0.6387
H 4.685 -6.285 4.356 0.3362
H 5.806 -5.185 3.548 0.2437
H 5.640 -6.848 2.885 0.4341
H 3.529 -6.611 2.375 0.5039
H 4.262 -5.252 1.563 0.0404
H 2.791 -4.777 4.322 0.8007
H 1.920 -4.807 2.895 0.0964
H 4.309 -2.948 4.787 0.3292
H 4.569 -1.598 3.640 0.3742
H 5.308 -3.216 3.390 0.4321
H 4.096 -2.613 1.059 1.4462
H 2.591 -3.574 0.979 0.2149
H 2.951 -0.619 1.758 -0.2543
H 1.889 -1.355 0.487 0.0953
H 0.771 -0.735 2.874 -0.7513
H 0.522 -2.297 1.985 -1.3346
H 2.391 -1.512 4.151 0.3397
H 1.318 -2.880 4.289 0.4890
C -0.058 -4.757 -3.717 -0.3121
C -0.971 -4.599 -2.460 -0.8998
C -0.279 -3.620 -1.391 0.6419
N -1.191 -3.471 -0.150 1.3001
C -2.437 -2.605 -0.521 -1.7457
C -0.446 -2.680 0.940 1.8315
C -0.689 -3.433 2.297 -0.7310
C -1.765 -4.468 1.998 -1.3062
C -1.605 -4.789 0.500 -0.4271
H -0.627 -5.331 -4.448 0.5274
H 0.826 -5.273 -3.342 0.0477
H 0.290 -3.789 -4.079 -0.5761
H -1.154 -5.588 -2.039 0.6387
H -1.923 -4.226 -2.838 0.5628
H -0.106 -2.599 -1.733 -2.5413
H 0.670 -3.986 -1.001 0.5211
H -3.129 -3.179 -1.138 0.2307
H -2.122 -1.743 -1.110 0.7694
H -2.997 -2.402 0.392 1.1963
H -0.718 -1.625 0.911 -0.9816
H 0.640 -2.648 0.857 0.2367
H -0.980 -2.869 3.184 -0.9967
H 0.263 -3.914 2.521 -0.2475
H -2.712 -3.931 2.050 0.3968
H -1.848 -5.421 2.521 0.5239
H -2.360 -5.345 -0.055 0.3729
H -0.716 -5.403 0.354 0.6092
C 2.150 4.776 4.544 -1.3152
C 2.015 3.808 3.387 -0.1706
C 2.429 4.324 2.044 -0.3756
N 2.324 3.308 0.830 1.0397
C 0.857 2.880 0.713 -0.2366
C 2.948 4.052 -0.405 0.0053
C 4.448 3.772 -0.495 -1.2594
C 4.691 2.635 0.546 -0.5298
C 3.265 2.059 0.897 0.5904
H 1.799 4.245 5.429 0.3973
H 1.399 5.533 4.318 0.3649
H 3.173 5.141 4.641 0.3659
H 0.984 3.457 3.328 -0.0739
H 2.501 2.848 3.565 0.2426
H 3.491 4.569 2.084 0.8207
H 1.837 5.205 1.797 0.4272
H 0.627 2.625 -0.321 -0.1275
H 0.104 3.622 0.979 0.6470
H 0.677 1.945 1.244 -0.8371
H 2.622 3.566 -1.324 -0.1235
H 2.794 5.128 -0.487 0.6454
H 4.854 3.491 -1.467 0.4071
H 5.053 4.577 -0.078 0.4129
H 5.440 1.911 0.227 0.1125
H 5.243 3.068 1.381 0.8192
H 2.886 1.315 0.197 -1.5769
H 3.286 1.498 1.831 0.4096
C 4.493 -0.058 0.679 -0.9728
C 4.170 -0.352 -0.779 -0.6531
C 3.177 -1.501 -0.928 -0.0140
N 2.861 -1.964 -2.390 1.3235
C 2.634 -0.732 -3.335 -1.1918
C 1.653 -2.929 -2.411 -0.0490
C 2.177 -4.152 -3.161 -0.3159
C 3.616 -4.273 -2.714 -0.8593
C 4.055 -2.832 -2.925 -0.2523
H 3.759 0.441 1.312 -0.7497
H 5.427 0.500 0.753 0.4733
H 4.685 -0.961 1.258 0.5771
H 5.060 -0.456 -1.399 0.3706
H 3.746 0.517 -1.282 0.3237
H 2.176 -1.168 -0.656 -0.5057
H 3.442 -2.422 -0.409 1.2819
H 3.530 -0.152 -3.555 0.6677
H 1.882 -0.047 -2.943 -0.0082
H 2.255 -1.220 -4.233 0.9028
H 0.819 -2.380 -2.848 0.6392
H 1.317 -3.050 -1.381 0.5722
H 2.058 -4.201 -4.244 0.4137
H 1.592 -5.006 -2.820 0.2974
H 4.134 -4.954 -3.389 0.5404
H 3.839 -4.746 -1.758 0.1535
H 4.237 -2.548 -3.962 0.6083
H 4.942 -2.639 -2.322 0.2707
C -0.451 3.739 0.019 -0.4833
C -0.624 3.663 -1.484 2.8937
C -0.692 5.025 -2.294 -2.3341
N -0.792 4.998 -3.776 0.4944
C 0.295 4.181 -4.446 -0.2785
C -0.864 6.374 -4.448 -0.7531
C -1.515 6.319 -5.800 -0.6586
C -2.438 5.098 -5.649 -0.8367
C -2.144 4.496 -4.270 -0.0742
H -1.214 4.442 0.351 0.2019
H 0.515 4.181 0.265 0.7293
H -0.552 2.882 0.684 -2.9211
H -1.563 3.124 -1.608 -1.0915
H 0.144 3.094 -2.008 -0.4959
H 0.142 5.664 -2.002 0.5359
H -1.546 5.643 -2.018 0.5854
H 0.248 4.101 -5.532 0.3343
H 0.290 3.169 -4.043 -0.1610
H 1.243 4.643 -4.169 0.3664
H 0.152 6.767 -4.399 0.4972
H -1.431 7.078 -3.838 0.4085
H -0.805 6.160 -6.612 0.3374
H -2.111 7.156 -6.163 0.3432
H -2.277 4.426 -6.492 0.3403
H -3.449 5.467 -5.821 0.3815
H -2.152 3.408 -4.210 0.2508
H -2.870 4.951 -3.596 0.5729
C -0.464 2.052 2.006 -0.1343
C -1.241 1.555 3.268 -2.0769
C -1.109 0.099 3.551 -0.1416
N -1.663 -0.360 4.981 0.8257
C -3.089 0.345 5.187 -1.1491
C -1.870 -1.905 4.961 0.0917
C -1.201 -2.387 6.318 -0.5439
C -1.112 -1.166 7.193 -0.6808
C -0.769 -0.066 6.194 -0.5630
H -0.614 1.482 1.089 0.4655
H 0.603 2.031 2.231 0.8340
H -0.952 2.990 1.742 -0.9813
H -2.262 1.927 3.176 1.5725
H -0.816 2.189 4.047 0.5850
H -0.104 -0.316 3.470 -0.4522
H -1.658 -0.369 2.735 -0.6180
H -3.048 1.434 5.171 0.3150
H -3.578 0.076 6.123 0.5280
H -3.749 0.116 4.350 0.3869
H -2.957 -1.978 4.989 0.4825
H -1.613 -2.368 4.009 0.1316
H -1.715 -3.171 6.874 0.4741
H -0.219 -2.857 6.258 0.2305
H -1.965 -0.943 7.832 0.4159
H -0.359 -1.172 7.981 0.5110
H -0.977 0.978 6.424 0.3705
H 0.235 -0.182 5.785 0.3430

=====

Entry 2:
18
Properties=species:S:1:pos:R:3:nbo_charge:R:1 method="wB97M-V/def2-TZVPD" lumo_energy_ev=1.0110 charge=0 energy_ev=-13254.28853 largest_force_ev_per_a=3.434 orbital_gap_ev=11.01 e_homo_ev=-10.0 e_above_lowest_kcal_mol=56.3
C -1.576 -0.618 1.251 -1.0721
Si -1.722 0.652 -0.178 1.0941
C -3.525 1.334 -0.158 -1.1104
H -2.329 -1.486 1.130 0.2343
H -0.683 -1.049 1.522 0.2291
H -1.944 -0.116 2.132 0.2281
H -0.585 1.721 -0.094 -0.1540
H -1.669 -0.161 -1.481 -0.1743
H -3.941 2.126 0.551 0.2452
H -3.649 1.722 -1.198 0.2339
H -4.367 0.650 -0.095 0.2459
C 2.473 -1.495 0.311 -0.2632
C 3.299 -0.978 -0.380 -0.0065
C 4.375 -0.195 -0.898 -0.6986
H 1.801 -2.289 0.713 0.2460
H 3.999 0.618 -1.567 0.2388
H 5.212 -0.770 -1.495 0.2406
H 4.831 0.336 -0.065 0.2430

=====

Entry 3:
26
Properties=species:S:1:pos:R:3:nbo_charge:R:1 method="wB97M-V/def2-TZVPD" lumo_energy_ev="0.8042 / 0.3172" charge=0 energy_ev=-10056.71934 largest_force_ev_per_a=3.986 orbital_gap_ev="8.82 / 7.96" e_homo_ev="-8.0 / -7.6" e_above_lowest_kcal_mol=110.7
C -1.378 1.106 0.132 -0.0524
C -1.097 0.267 -1.062 -0.3074
C 0.443 -1.321 -1.923 -0.4132
C 2.194 -0.982 0.300 -0.6193
C 0.303 -0.051 1.750 -0.6063
C -2.538 0.606 0.979 -0.6831
N -0.062 -0.710 -0.706 -0.4529
C 0.954 -0.087 0.180 0.0618
C 1.117 1.318 -0.152 -0.3183
H -1.366 2.185 0.032 0.1766
H -0.786 0.900 -1.912 0.1786
H -1.973 -0.306 -1.386 0.1963
H 0.988 -0.610 -2.567 0.1638
H -0.409 -1.699 -2.490 0.2027
H 1.086 -2.168 -1.697 0.2005
H 2.741 -1.057 -0.638 0.2117
H 1.883 -1.980 0.608 0.2220
H 2.879 -0.576 1.043 0.2170
H -2.514 0.992 2.002 0.2125
H -0.154 0.873 2.086 0.2128
H 1.229 -0.096 2.320 0.1983
H -0.332 -0.904 1.975 0.2139
H -2.576 -0.482 1.013 0.2136
H -3.478 0.941 0.529 0.2171
H 0.852 2.256 0.311 0.1918
H 1.995 1.586 -0.728 0.1619

=====

Entry 4:
129
Properties=species:S:1:pos:R:3:mulliken_charge:R:1 method="wB97M-V/def2-TZVPD" lumo_energy_ev=1.8331 charge=-1 energy_ev=-170251.80683 largest_force_ev_per_a=1.135 orbital_gap_ev=6.84 e_homo_ev=-5.0 e_above_lowest_kcal_mol=0.0
C -5.119 -1.492 0.932 -1.6172
C -4.425 -1.560 -0.404 0.5115
C -5.040 -1.157 -1.587 -1.0678
C -4.353 -1.222 -2.793 -0.4676
C -3.035 -1.679 -2.858 0.2692
C -2.320 -1.755 -4.195 1.0086
C -3.230 -2.402 -5.255 -1.6029
C -1.997 -0.315 -4.651 -1.6376
C -2.406 -2.068 -1.669 -0.1993
O -1.125 -2.517 -1.684 -0.2381
C -0.240 -1.851 -0.733 -0.7075
Ga 0.778 -3.219 0.409 -0.6037
C 0.540 -5.045 -0.468 -0.7661
C -0.883 -5.505 -0.626 0.3155
F -0.980 -6.921 -0.657 -0.4417
C 2.767 -2.781 0.396 -0.8066
C 3.175 -1.688 1.396 -0.7752
C 3.384 -2.300 2.780 -0.0647
C 3.522 -1.265 3.870 0.3462
C 4.386 -0.176 3.758 -0.3795
C 4.465 0.765 4.778 -0.6856
C 3.705 0.627 5.929 -0.6379
C 2.850 -0.460 6.069 -0.7833
C 2.761 -1.388 5.035 -0.2812
O 0.078 -3.137 2.183 -0.2780
B -0.321 -4.287 2.709 0.3858
O 0.566 -5.338 2.999 -0.6954
O -1.690 -4.518 3.037 -0.6463
C -3.117 -2.023 -0.468 0.0809
H -5.069 -0.469 1.300 0.3019
H -4.575 -2.097 1.650 0.3310
H -6.152 -1.813 0.852 0.3977
H -6.060 -0.797 -1.563 0.3797
H -4.845 -0.901 -3.699 0.4658
H -1.383 -2.295 -4.124 0.1769
H -2.643 -2.666 -6.131 0.4087
H -3.698 -3.281 -4.817 0.4053
H -4.004 -1.699 -5.542 0.2162
H -1.585 0.267 -3.829 0.4090
H -1.326 -0.316 -5.508 0.3569
H -2.921 0.173 -4.955 0.4415
H -0.794 -1.182 -0.073 0.7803
H 0.442 -1.226 -1.304 0.3855
H 0.972 -4.952 -1.465 0.4146
H 1.126 -5.765 0.097 0.5320
H -1.269 -5.170 -1.584 -0.0736
H -1.558 -5.158 0.156 -0.0588
H 3.108 -2.550 -0.615 0.4594
H 3.284 -3.701 0.686 0.4021
H 2.456 -0.873 1.462 0.4485
H 4.129 -1.260 1.071 0.2662
H 4.237 -2.976 2.767 0.3308
H 2.491 -2.881 3.008 -0.1861
H 4.993 -0.066 2.873 0.3223
H 5.121 1.619 4.690 0.5530
H 3.786 1.351 6.726 0.6255
H 2.252 -0.597 6.957 0.4260
H 2.085 -2.226 5.112 0.3757
H 0.324 -5.747 3.832 0.2582
H -1.976 -5.287 2.539 0.3004
H -2.620 -2.351 0.436 0.6178
C -0.614 5.295 6.753 -0.6966
O -0.066 4.307 7.629 -0.2222
P -0.697 2.839 7.647 1.1084
O -0.029 1.969 8.608 -0.7052
O -0.716 2.377 6.142 -0.3701
C 0.556 2.209 5.488 -0.5626
O -2.250 3.063 7.875 -0.3018
C -2.689 3.240 9.227 -0.6661
H 0.211 5.782 6.234 0.2064
H -1.289 4.859 6.018 0.3640
H -1.155 6.035 7.343 0.2680
H 1.373 2.164 6.206 0.2271
H 0.715 3.046 4.809 0.2605
H 0.534 1.284 4.920 0.2760
H -3.589 3.849 9.201 0.2492
H -1.932 3.743 9.830 0.3142
H -2.915 2.271 9.667 0.2587
C 3.355 -4.284 -4.769 -0.6635
O 3.617 -3.008 -5.369 -0.3605
P 2.447 -2.249 -6.138 0.5978
O 2.891 -0.971 -6.690 -0.7267
O 1.237 -2.223 -5.134 0.2774
C 1.399 -1.487 -3.906 -0.5498
O 1.890 -3.297 -7.192 -0.3150
C 2.598 -3.410 -8.430 -0.7031
H 3.757 -4.270 -3.758 0.2550
H 2.289 -4.502 -4.723 0.3036
H 3.858 -5.058 -5.348 0.2938
H 2.253 -0.811 -3.949 0.5116
H 1.535 -2.195 -3.090 0.2338
H 0.494 -0.914 -3.732 0.0267
H 2.452 -4.423 -8.798 0.2445
H 3.665 -3.226 -8.298 0.3318
H 2.195 -2.698 -9.148 0.2571
C -6.402 1.424 -10.225 -0.7357
O -5.592 1.015 -9.120 -0.2913
P -6.239 0.893 -7.668 0.6637
O -5.267 0.478 -6.666 -0.2130
O -7.503 -0.041 -7.855 -0.3103
C -7.260 -1.401 -8.241 -0.6679
O -6.962 2.277 -7.416 -0.3325
C -6.146 3.351 -6.924 -0.6734
H -6.213 0.743 -11.053 0.2545
H -7.464 1.405 -9.982 0.3543
H -6.120 2.434 -10.518 0.2582
H -6.217 -1.681 -8.096 0.3140
H -7.529 -1.526 -9.291 0.2604
H -7.888 -2.042 -7.628 0.2581
H -6.593 4.282 -7.265 0.2498
H -5.126 3.282 -7.302 0.3293
H -6.131 3.328 -5.837 0.2558
C 6.803 8.032 5.671 -0.7264
O 6.918 6.773 6.339 -0.3569
P 5.949 5.573 5.930 1.1988
O 6.190 4.367 6.713 -0.7137
O 6.110 5.437 4.363 -0.3064
C 7.392 5.041 3.861 -0.7833
O 4.487 6.173 6.010 -0.2857
C 3.855 6.180 7.300 -0.6461
H 7.802 8.357 5.386 0.2619
H 6.181 7.965 4.778 0.3476
H 6.369 8.760 6.356 0.2632
H 8.021 4.625 4.648 0.3831
H 7.885 5.907 3.419 0.2770
H 7.234 4.286 3.095 0.2619
H 3.155 7.012 7.314 0.2335
H 4.584 6.309 8.101 0.3412
H 3.316 5.246 7.449 0.2486